Computed, not measured: an isolated ion of composition C24H50N3O11P2 and charge +1 in a non-equilibrium geometry, with ωB97M-V with the def2-TZVPD basis set.

```
90
Properties=species:S:1:pos:R:3:forces:R:3:mulliken_charge:R:1
C 1.4944 -5.5806 -1.1605 -0.17 -0.10 0.08 -1.403
C 0.1217 -5.0662 -0.7077 1.36 -0.83 -0.59 0.485
O 0.0093 -5.3232 0.6780 -0.19 0.78 -0.10 -0.367
C -0.7785 -4.3868 1.3800 -0.43 -0.61 0.36 -0.404
C -0.0682 -3.8367 2.6034 -0.01 0.23 -0.57 -0.483
O 1.1504 -3.1916 2.2742 -0.15 -0.56 0.26 -0.169
C 1.8918 -2.8491 3.4356 0.35 1.49 -0.98 -0.724
C 1.6302 -1.3441 3.8231 -1.02 -1.32 0.30 -0.880
O 1.0618 -0.6958 2.7030 0.41 0.43 -0.60 0.273
C 1.1254 0.7206 2.8060 0.28 -0.35 0.03 -2.177
C -0.0299 1.3987 2.0008 0.50 -1.99 2.37 1.350
P -0.5980 2.8342 3.0730 -1.62 1.45 -1.33 -0.599
P 1.1096 4.0810 3.5226 0.78 0.11 1.47 0.925
O 2.3937 3.3913 3.6936 0.62 -0.39 -0.45 -0.615
O 0.7131 4.8034 4.9033 -0.26 -0.01 -0.57 -0.544
O 1.2050 5.2438 2.4161 -0.28 -0.49 0.21 -0.498
C -1.2801 0.4208 2.0968 0.47 2.33 -0.74 -2.285
C -1.2054 -0.3103 0.7526 -2.59 -1.25 1.83 2.172
C -2.6134 -0.5861 0.1323 0.42 0.91 -0.51 -1.439
N -3.5687 0.4940 0.3126 -0.12 -0.17 0.02 -0.079
C -4.7101 0.1373 1.1609 -0.31 0.23 -0.25 -1.168
N -0.2066 0.3530 -0.1698 -0.38 -2.26 0.97 1.579
C 0.8604 -0.6859 -0.4092 1.07 -0.16 -1.30 -0.933
C 1.7806 -0.4021 -1.6075 0.30 -0.94 0.80 -0.307
C 2.5029 -1.7493 -1.9370 0.56 0.61 0.24 -0.428
O 2.7082 -1.9303 -3.3164 0.17 -0.26 0.36 -0.463
C 3.9226 -1.2967 -3.7236 -0.47 -0.17 -0.36 -0.673
C 0.1599 1.6272 0.4771 -0.04 3.01 1.31 1.705
C -0.8420 2.7722 0.1279 -0.17 -0.92 -2.09 -2.958
C -1.1222 2.8943 -1.4038 -0.42 0.75 0.43 -0.527
C -2.6424 3.0166 -1.6933 0.37 0.29 -0.54 -1.131
C -3.0205 2.2133 -2.9121 0.94 1.77 0.32 0.443
O -3.8776 1.4097 -2.9157 -1.56 -2.06 0.09 -0.561
O -2.2998 2.5254 -4.0246 0.68 -0.13 0.54 -0.357
C -1.5856 1.3989 -4.5506 0.20 -0.40 -1.06 0.590
C -0.9542 1.7619 -5.9027 -0.01 -0.06 0.81 -1.314
C 1.5720 2.2007 0.2791 0.49 -0.41 -0.30 -1.844
O 1.8589 2.6071 -1.0543 -0.35 -0.64 -0.01 -0.167
N 1.8195 4.0087 -1.1987 -0.12 0.35 -0.13 0.212
O 1.8303 4.2916 -2.3239 0.18 0.10 0.14 -0.380
H 1.5182 -6.6703 -1.1990 -0.06 0.02 0.11 0.354
H 2.2557 -5.2584 -0.4484 0.03 0.10 -0.13 0.298
H 1.7339 -5.2260 -2.1654 0.00 0.09 0.07 0.385
H -0.6200 -5.6234 -1.2898 -0.38 0.35 0.18 0.304
H 0.0916 -3.9979 -0.9472 -0.37 0.06 0.23 -0.251
H -1.1860 -3.6030 0.7305 0.34 0.09 -0.11 0.169
H -1.6576 -4.9234 1.7675 -0.04 0.18 0.02 0.377
H 0.1329 -4.6845 3.2667 -0.11 0.20 0.21 0.520
H -0.7462 -3.0906 3.0505 -0.04 -0.35 0.33 0.145
H 1.6658 -3.5158 4.2671 0.18 0.01 0.04 0.425
H 2.9362 -2.9072 3.1277 0.04 -0.34 0.23 0.351
H 0.8588 -1.3369 4.6088 0.30 0.25 0.19 0.365
H 2.5384 -0.8593 4.1881 0.01 -0.01 -0.09 0.440
H 2.1335 1.0528 2.5366 -0.18 0.19 0.00 0.389
H 1.0006 0.9913 3.8568 0.00 0.00 -0.03 0.874
H -0.9652 2.2477 4.3052 0.85 -0.18 -0.10 0.209
H 1.5480 5.0263 5.3500 -0.25 -0.10 0.17 0.365
H 2.1060 5.6007 2.5253 -0.18 0.09 -0.38 0.349
H -2.1091 1.1275 2.2325 -0.49 -0.56 -0.75 1.033
H -1.3322 -0.2170 2.9736 0.59 -0.24 -0.16 0.040
H -0.9273 -1.3105 1.0785 1.18 0.06 -0.73 -1.409
H -2.5298 -0.7692 -0.9513 0.24 -0.21 0.13 0.206
H -2.9563 -1.5248 0.5755 -0.12 0.06 0.03 0.473
H -3.9099 0.7993 -0.5910 -0.06 -0.17 0.02 0.327
H -5.0259 -0.8991 0.9945 0.04 0.00 0.20 0.381
H -4.5245 0.3168 2.2220 0.20 -0.18 -0.04 0.270
H -5.5626 0.7618 0.8919 0.07 0.06 0.01 0.417
H -0.7275 0.3684 -1.0504 0.36 1.07 -0.10 0.591
H 1.4729 -0.8896 0.4708 -0.51 0.32 0.30 -0.259
H 0.3363 -1.6133 -0.6363 -0.31 0.11 0.14 0.981
H 2.5658 0.2715 -1.2754 -0.24 0.48 -0.51 0.475
H 1.2577 -0.0549 -2.5003 0.01 0.14 0.09 0.106
H 3.4875 -1.7100 -1.4526 -0.09 -0.12 0.13 0.481
H 2.0027 -2.6035 -1.4735 -0.28 -0.10 -0.50 -0.011
H 4.0374 -1.5076 -4.7842 -0.08 0.23 -0.05 0.291
H 3.8294 -0.2224 -3.5393 0.34 0.03 -0.15 0.269
H 4.8042 -1.7129 -3.2258 -0.17 0.05 0.25 0.297
H -1.8088 2.5938 0.5916 0.15 0.02 0.35 1.104
H -0.4263 3.7248 0.4424 -0.02 -0.09 0.43 0.698
H -0.6437 2.1176 -2.0039 -0.08 -0.04 0.06 -0.006
H -0.6929 3.8276 -1.7568 0.27 -0.15 -0.13 0.725
H -2.8832 4.0576 -1.9236 0.05 0.01 0.04 0.505
H -3.2535 2.7346 -0.8416 -0.02 -0.16 -0.10 0.636
H -0.7575 1.0980 -3.8908 -0.24 0.22 0.28 -0.378
H -2.2405 0.5307 -4.6390 -0.24 0.21 -0.02 0.391
H 0.0704 2.0736 -5.7055 0.05 0.06 -0.35 0.345
H -0.9605 0.8745 -6.5307 0.11 0.11 -0.19 0.349
H -1.4753 2.5847 -6.3856 -0.16 -0.13 -0.04 0.320
H 2.3579 1.5090 0.5802 -0.07 -0.09 -0.13 0.578
H 1.6622 3.0706 0.9325 -0.07 -0.03 0.02 0.847
```
Positions in Å, forces in eV/Å.

E: -2618.7242 a.u.
total charge: +1
Kohn-Sham gap: 9.161 eV
lowest unoccupied orbital energy: -2.62 eV
HOMO level: -11.784 eV
max |F|: 3.41 eV Å⁻¹
structure (SMILES): CCOCCOCCOC[C@]1(PP(=O)(O)O)C[C@@H](CNC)[N@H+](CCCOC)[C@]1(CCCC(=O)OCC)CON=O

---

Computed, not measured: C24H51GaO10P as an isolated structure in a non-equilibrium geometry, with ωB97M-V with the def2-TZVPD basis set.

```
87
Properties=species:S:1:pos:R:3:forces:R:3:mulliken_charge:R:1
C 7.7118 0.5445 -1.6039 -8.22 1.20 -4.28 -0.375
C 6.4351 0.6124 -2.2339 8.50 0.89 3.12 -0.330
C 5.0845 1.0528 -3.0768 1.57 -1.02 0.09 -0.263
Ga 3.5480 1.3225 -1.7116 0.88 1.37 0.49 0.024
C 2.2982 2.7970 -2.4868 -0.08 2.31 -0.70 -0.383
C 2.9466 4.2649 -2.0159 4.36 6.27 3.53 -0.134
C 3.5986 5.4235 -1.4942 -3.49 -8.17 -3.12 -0.589
P 2.4990 -0.7257 -1.3038 -2.98 0.07 0.78 0.350
O 0.9383 -0.6513 -1.0638 2.63 -0.31 -0.70 -0.660
H 8.7846 0.6927 -1.1022 -3.27 -0.68 -1.34 0.306
H 4.7959 0.2054 -3.8326 0.84 1.55 1.35 0.218
H 5.2211 2.0680 -3.6457 0.28 -2.01 1.13 0.259
H 4.1683 1.9591 -0.3451 -0.26 -0.43 -0.31 -0.242
H 2.3838 2.7064 -3.6706 -0.44 0.55 2.47 0.351
H 1.1832 2.7203 -2.1373 2.15 0.31 -0.85 0.315
H 4.4351 6.0771 -0.9485 -2.48 -1.91 -1.60 0.284
H 3.0825 -1.2942 -0.0979 0.08 -0.07 -0.95 0.013
H 2.8878 -1.6162 -2.3927 -0.16 0.04 0.81 -0.070
C -0.1559 1.8094 1.1174 -0.36 0.17 0.33 -0.705
O -0.5437 3.1597 1.3580 0.01 -0.18 -0.51 -0.292
C -0.0473 4.0767 0.3881 -0.41 0.25 0.22 0.446
C -1.1544 4.9746 -0.1822 0.31 0.02 -0.07 -0.415
O -2.1793 4.3217 -0.9388 -0.18 -0.11 0.44 -0.498
C -3.0249 3.4026 -0.2403 0.00 0.00 -0.11 -0.112
C -3.9235 3.9952 0.8556 0.47 -0.26 -0.16 -0.536
O -3.1687 4.5145 1.9424 -0.31 0.67 -0.23 -0.235
C -3.5228 5.8428 2.3074 0.36 -0.42 0.10 -0.952
H 0.7699 1.5972 1.6509 0.20 -0.18 -0.14 0.312
H -0.9468 1.1619 1.5176 0.14 0.09 -0.02 -0.024
H -0.0488 1.5869 0.0549 0.13 -0.07 0.01 0.500
H 0.4582 3.5634 -0.4339 -0.05 -0.03 0.13 -0.624
H 0.6913 4.7105 0.8946 0.01 0.13 -0.29 0.425
H -0.6774 5.6715 -0.8813 0.00 -0.24 -0.07 0.494
H -1.5944 5.6017 0.5890 -0.03 -0.13 0.25 0.059
H -2.4433 2.5616 0.1334 0.03 0.11 0.28 -0.096
H -3.6848 2.9762 -1.0051 -0.01 0.21 0.00 0.440
H -4.5526 3.1945 1.2584 -0.13 -0.12 -0.21 0.403
H -4.5844 4.7538 0.4165 0.15 0.04 0.08 0.391
H -3.8527 6.4343 1.4473 -0.05 -0.07 0.02 0.421
H -2.6333 6.3272 2.7222 -0.09 -0.12 0.02 0.262
H -4.3001 5.8204 3.0741 -0.16 0.17 0.00 0.257
C 3.8754 -5.4497 -5.8890 -0.26 0.27 0.72 -0.891
O 2.9310 -4.4411 -5.5391 0.10 -0.56 -0.71 -0.260
C 2.3213 -3.8162 -6.6641 -0.38 0.13 0.47 -0.498
C 0.7898 -3.7953 -6.5574 0.03 0.09 -0.10 -0.226
O 0.1314 -5.0662 -6.5744 0.27 0.06 0.27 -0.475
C 0.3834 -5.9496 -5.4771 -0.14 -0.10 0.07 -0.247
C -0.1029 -5.4838 -4.0966 0.51 0.16 -0.24 -0.515
O 0.5899 -4.3263 -3.6487 -0.65 -0.12 -0.39 -0.245
C -0.2643 -3.2755 -3.2138 0.40 0.16 0.09 -0.768
H 4.8690 -5.0084 -5.9580 0.19 -0.08 -0.17 0.270
H 3.8783 -6.1941 -5.0823 0.05 0.19 -0.11 0.244
H 3.6161 -5.9634 -6.8156 -0.03 0.05 -0.12 0.411
H 2.6097 -4.2985 -7.6016 0.05 -0.14 0.02 0.346
H 2.6844 -2.7812 -6.6920 -0.19 0.04 -0.18 0.373
H 0.4117 -3.2612 -7.4371 0.08 -0.20 -0.04 0.430
H 0.4587 -3.2087 -5.7043 0.22 -0.05 0.20 0.036
H 1.4339 -6.2347 -5.4538 0.08 0.20 0.20 0.031
H -0.1577 -6.8725 -5.7171 -0.13 0.18 -0.03 0.435
H 0.1013 -6.2781 -3.3711 -0.11 -0.26 -0.11 0.375
H -1.1889 -5.3256 -4.1254 0.12 0.11 -0.03 0.328
H -1.2082 -3.2533 -3.7680 0.00 -0.11 0.01 0.397
H 0.2496 -2.3263 -3.3948 -0.02 -0.14 0.23 0.173
H -0.4543 -3.3733 -2.1429 -0.13 0.16 -0.01 0.255
C -3.0173 -3.1112 7.2546 -0.25 0.26 -0.72 -0.843
O -3.3771 -1.8045 6.8134 0.53 -0.32 0.61 -0.281
C -3.1574 -0.7923 7.7907 0.00 0.30 -0.54 -0.503
C -2.3553 0.3911 7.2308 0.09 0.02 0.08 -0.186
O -1.0087 0.1166 6.8300 -0.44 -0.16 -0.05 -0.483
C -0.8222 -0.7748 5.7262 0.15 0.00 -0.20 -0.375
C -1.3500 -0.2992 4.3644 -0.02 -0.25 0.37 -0.318
O -2.7664 -0.1806 4.3521 0.17 0.58 0.09 -0.397
C -3.2358 1.0708 3.8658 -0.13 -0.30 0.14 -0.875
H -3.8867 -3.5976 7.6955 0.00 -0.18 0.22 0.279
H -2.7059 -3.6842 6.3716 -0.13 0.11 0.16 0.240
H -2.1829 -3.1015 7.9570 0.01 0.07 0.10 0.402
H -2.6484 -1.1856 8.6745 0.07 -0.12 -0.04 0.342
H -4.1443 -0.4293 8.1039 0.11 0.19 0.13 0.366
H -2.2733 1.1343 8.0327 0.12 -0.17 0.04 0.436
H -2.8935 0.8934 6.4311 -0.15 -0.22 -0.14 -0.018
H -1.1957 -1.7672 5.9734 -0.25 0.03 -0.12 0.082
H 0.2634 -0.8941 5.6295 -0.09 0.23 0.01 0.438
H -1.0864 -1.0478 3.6099 0.28 0.00 0.04 0.390
H -0.8577 0.6429 4.0898 -0.16 -0.05 0.07 0.226
H -2.5504 1.8906 4.1036 0.01 -0.06 -0.14 0.466
H -4.1919 1.2851 4.3535 0.03 -0.10 -0.08 0.354
H -3.3973 1.0109 2.7875 0.06 0.21 -0.08 0.280
```
Positions in Å, forces in eV/Å.

E: -3963.0684 a.u.
total charge: -1
Kohn-Sham gap: 7.670 eV
lowest unoccupied orbital energy: 2.42 eV
HOMO level: -5.251 eV
max |F|: 9.41 eV Å⁻¹